140
Properties=species:S:1:pos:R:3:forces:R:3:lowdin_charge:R:1 method="wB97M-V/def2-TZVPD" molar_mass_g_mol=1000.3 total_charge=-1 lumo_energy_ev=1.7331 de_lowest_kcal_mol=16.1
K 1.015016 1.128645 2.484057 0.048 -0.570 -0.033 0.599
C -2.465077 2.579610 2.116490 0.134 0.074 -0.223 -0.261
Si -1.641897 1.510260 0.724153 0.082 0.039 0.398 0.517
C -1.562744 2.718798 -0.745424 -0.152 -0.223 0.289 -0.351
C -1.621383 4.096615 -0.585706 -0.158 0.330 0.099 -0.113
C -1.370082 4.960476 -1.634881 0.130 0.194 -0.160 -0.109
C -0.997210 4.448382 -2.865864 0.032 0.142 -0.154 -0.130
C -0.893741 3.076018 -3.036590 0.146 0.050 -0.168 -0.121
C -1.192316 2.207876 -1.996723 -0.141 -0.139 -0.399 -0.373
P -1.234039 0.372970 -2.023594 0.861 -0.365 -0.925 1.131
C -1.886308 -0.197524 -3.736529 -0.115 0.192 0.607 -0.405
C -2.250753 0.833014 -4.799271 0.211 -0.220 -0.241 -0.214
C -2.890414 0.166638 -6.018782 -0.243 0.200 0.044 -0.208
C -4.135069 -0.624231 -5.638105 0.188 -0.207 -0.163 -0.217
C -3.765430 -1.685656 -4.608495 -0.196 0.165 0.122 -0.204
C -3.116202 -1.043234 -3.387494 0.113 -0.274 -0.230 -0.239
C 0.585128 -0.076870 -2.226744 -0.458 0.130 0.185 -0.424
C 0.662746 -1.585267 -1.985774 0.205 0.072 0.198 -0.232
C 2.065770 -2.147459 -2.192475 -0.022 -0.093 0.040 -0.173
C 2.664900 -1.775719 -3.560985 -0.094 -0.058 -0.099 -0.184
C 1.722967 -0.885683 -4.365688 0.253 0.086 -0.010 -0.206
C 1.277819 0.321208 -3.540866 -0.096 -0.076 -0.138 -0.188
C -3.197141 0.455479 0.400376 0.189 0.261 0.090 -0.368
C -4.144586 0.733292 -0.573023 -0.330 0.020 -0.048 -0.137
C -5.238591 -0.091771 -0.764462 -0.119 0.122 -0.062 -0.118
C -5.382549 -1.229590 0.011059 -0.160 -0.184 0.017 -0.099
C -4.451931 -1.513374 0.996313 -0.169 -0.067 -0.101 -0.110
C -3.370652 -0.667017 1.207095 -0.098 -0.011 0.262 -0.389
P -2.113300 -0.883091 2.513298 -0.025 -1.029 0.284 1.071
C -3.087942 -1.571143 3.993206 0.271 0.229 -0.415 -0.428
C -4.100363 -0.467881 4.311498 0.163 0.147 0.301 -0.234
C -4.735575 -0.667494 5.682035 -0.241 -0.019 -0.173 -0.207
C -5.394017 -2.040335 5.761468 0.225 0.024 0.267 -0.215
C -4.362186 -3.127455 5.476270 -0.262 -0.103 -0.187 -0.207
C -3.760655 -2.940669 4.081626 0.233 -0.011 0.161 -0.202
C -1.115187 -2.292818 1.781769 -0.186 0.390 0.007 -0.429
C -0.127907 -2.847558 2.824361 -0.025 -0.109 0.155 -0.205
C -0.240128 -4.358740 2.991724 0.176 0.027 -0.079 -0.203
C 0.015880 -5.060969 1.659856 -0.062 -0.054 0.088 -0.192
C -0.758383 -4.393076 0.508632 -0.170 -0.085 -0.010 -0.184
C -1.817897 -3.416394 1.019921 0.207 0.163 -0.260 -0.204
H -3.452155 2.938418 1.821108 -0.117 0.111 -0.056 0.023
H -1.860770 3.434557 2.406987 0.149 0.249 0.113 0.001
H -2.596924 1.960439 2.999739 0.013 -0.069 0.144 -0.027
H -1.900672 4.505078 0.374463 -0.045 0.063 0.136 0.085
H -1.452037 6.032280 -1.500420 -0.026 0.055 0.037 0.095
H -0.780533 5.106337 -3.697947 0.018 0.072 -0.020 0.095
H -0.558333 2.712528 -3.995841 -0.057 -0.048 -0.022 0.073
H -1.122595 -0.863076 -4.154690 0.040 0.032 0.016 0.089
H -1.356931 1.350106 -5.147339 -0.034 0.125 0.070 0.083
H -2.933600 1.575959 -4.381920 -0.006 0.098 0.013 0.119
H -2.165798 -0.509585 -6.482768 0.052 -0.022 -0.030 0.112
H -3.143057 0.929803 -6.760307 0.046 0.002 -0.046 0.105
H -4.567609 -1.091348 -6.528010 -0.068 0.038 0.023 0.102
H -4.886071 0.053319 -5.221777 -0.041 0.013 0.029 0.112
H -3.073332 -2.399786 -5.064076 0.024 -0.084 -0.029 0.110
H -4.656577 -2.235856 -4.295713 0.022 -0.098 -0.030 0.105
H -2.819119 -1.815417 -2.669622 -0.143 0.088 0.066 0.104
H -3.847011 -0.404268 -2.888209 0.016 -0.081 0.039 0.083
H 1.060253 0.439004 -1.381432 -0.018 -0.130 -0.045 0.091
H -0.035660 -2.104928 -2.647434 -0.115 -0.052 0.000 0.105
H 0.341892 -1.780968 -0.960533 -0.082 -0.060 -0.055 0.082
H 2.025082 -3.233601 -2.085111 0.076 -0.023 0.081 0.106
H 2.706799 -1.767393 -1.398174 0.021 -0.098 0.071 0.078
H 2.894354 -2.680185 -4.131851 0.069 0.072 0.008 0.104
H 3.605613 -1.238107 -3.416991 0.056 -0.035 -0.024 0.089
H 0.863174 -1.469009 -4.700086 -0.078 0.031 -0.023 0.100
H 2.236390 -0.533003 -5.263884 -0.048 -0.035 -0.082 0.107
H 0.624640 0.941870 -4.154354 0.046 0.108 0.004 0.076
H 2.163984 0.916902 -3.309422 0.093 0.122 -0.068 0.102
H -4.016732 1.616086 -1.187360 -0.046 0.101 -0.116 0.100
H -5.977623 0.141389 -1.522187 -0.025 0.012 -0.058 0.097
H -6.218091 -1.899137 -0.148348 -0.064 -0.022 -0.007 0.092
H -4.577769 -2.408326 1.584720 0.021 -0.043 0.010 0.078
H -2.319827 -1.549756 4.783580 -0.082 0.022 -0.049 0.103
H -4.878054 -0.458568 3.542548 -0.005 0.047 -0.024 0.113
H -3.592143 0.500896 4.277542 -0.131 -0.001 -0.056 0.090
H -5.472829 0.117348 5.868796 0.022 0.039 0.058 0.106
H -3.963416 -0.590097 6.451094 0.027 0.033 0.091 0.113
H -6.193342 -2.097899 5.016898 -0.081 -0.026 0.012 0.112
H -5.839393 -2.190855 6.749133 -0.072 -0.016 -0.044 0.102
H -4.830955 -4.113453 5.545724 0.056 -0.031 0.053 0.104
H -3.569248 -3.081792 6.227542 0.043 -0.036 0.047 0.113
H -4.569515 -3.030774 3.356657 0.016 -0.047 -0.064 0.093
H -3.036705 -3.733814 3.891083 -0.040 -0.033 -0.095 0.085
H -0.543535 -1.724933 1.030448 -0.064 -0.109 0.041 0.077
H -0.287619 -2.364090 3.789815 0.207 0.056 0.056 0.081
H 0.893133 -2.616225 2.515048 0.070 0.090 0.149 0.102
H -1.226758 -4.628502 3.370835 -0.033 -0.011 0.045 0.089
H 0.487047 -4.695942 3.733464 -0.028 -0.027 0.057 0.109
H -0.264456 -6.114136 1.744247 0.082 -0.021 -0.019 0.100
H 1.086618 -5.021684 1.448191 0.046 -0.097 -0.002 0.104
H -1.229749 -5.153447 -0.118828 0.049 0.016 -0.072 0.104
H -0.064085 -3.837727 -0.124096 0.008 0.010 -0.098 0.089
H -2.531558 -3.951219 1.645800 -0.168 0.015 0.062 0.101
H -2.363317 -2.994121 0.173393 -0.058 -0.047 0.075 0.103
C 1.496957 -0.257305 4.974459 -0.594 0.152 0.525 -0.267
C 2.085780 1.016266 5.071379 -0.458 0.287 0.677 -0.282
C 3.419106 0.903954 4.684933 0.565 0.400 -0.082 -0.213
C 3.662064 -0.433076 4.355034 0.528 -0.161 -0.080 -0.221
C 2.472542 -1.148171 4.533580 0.110 -0.649 -0.193 -0.222
H 0.490169 -0.511295 5.287387 -0.011 0.014 -0.095 0.073
H 1.611726 1.904317 5.476456 -0.011 -0.007 -0.103 0.079
H 4.159848 1.694143 4.701281 -0.039 0.026 -0.054 0.076
H 4.624186 -0.851515 4.082997 -0.011 0.016 -0.043 0.075
H 2.355110 -2.218590 4.418182 -0.034 0.005 -0.045 0.074
C 7.086294 3.232712 -2.733565 0.038 0.039 0.030 -0.046
C 5.876588 3.439216 -1.872518 -0.198 0.003 0.146 -0.259
C 5.860120 3.040863 -0.543725 0.153 0.101 -0.255 -0.021
C 4.733404 3.171156 0.250894 -0.407 0.335 0.010 -0.200
C 4.808803 2.756003 1.680796 0.034 -0.099 0.104 -0.028
C 3.549627 3.714951 -0.308315 1.372 -0.184 -0.443 -0.109
C 2.295061 3.697285 0.410280 -1.169 -0.133 0.815 -0.163
O 2.059893 3.149718 1.483867 0.600 0.839 -1.023 -0.097
C 3.595924 4.222371 -1.632931 -0.236 -0.115 0.415 -0.200
C 2.434880 4.938190 -2.256669 -0.073 -0.075 0.021 -0.038
C 4.742907 4.064497 -2.383604 0.271 -0.134 -0.021 -0.015
H 7.765873 2.509568 -2.288298 0.050 -0.039 0.018 0.075
H 7.628299 4.170295 -2.862063 0.052 0.041 -0.029 0.083
H 6.803396 2.878452 -3.724163 -0.005 -0.010 -0.042 0.080
H 6.755289 2.606609 -0.119007 0.050 -0.085 0.091 0.121
H 5.845097 2.599560 1.973554 0.064 -0.035 0.020 0.086
H 4.251833 1.835931 1.848704 -0.018 -0.009 0.129 0.061
H 4.359765 3.505739 2.325859 -0.017 0.005 0.122 0.091
H 1.462623 4.204349 -0.105299 -0.064 -0.022 0.054 0.122
H 1.586521 4.273231 -2.412695 -0.080 0.037 -0.008 0.066
H 2.731266 5.347806 -3.220115 -0.034 0.015 -0.051 0.079
H 2.102314 5.759916 -1.625146 -0.118 0.061 -0.013 0.091
H 4.764341 4.436255 -3.399367 -0.050 0.026 -0.110 0.115
Br 7.202443 -2.255893 -1.147755 -0.220 0.183 0.114 0.711
C 5.681967 -1.307680 -0.486563 -0.007 -0.005 0.014 -0.667
C 5.118031 -1.657865 0.729377 0.156 -0.031 -0.263 -0.088
C 3.983982 -0.965941 1.129934 0.008 -0.240 0.080 -0.121
N 3.433057 0.011415 0.421360 -0.296 0.251 0.040 0.090
C 4.009753 0.352479 -0.722525 0.042 -0.138 -0.139 -0.162
C 5.135840 -0.276480 -1.232803 0.166 -0.197 0.072 -0.123
H 5.534758 -2.442508 1.343489 -0.017 -0.025 0.005 0.105
H 3.506584 -1.198337 2.072794 -0.013 -0.036 0.075 0.081
H 3.546294 1.161152 -1.270527 -0.031 0.053 -0.136 0.107
H 5.567639 0.018706 -2.176803 -0.005 0.058 -0.056 0.101